No. 1
DFT (ωB97M-V/def2-TZVPD) results for a single C2H6N2O molecule.

Each line ends with the Mulliken charge.
CARTESIAN COORDINATES (ANGSTROEM)
C: 0.100 1.370 -0.304  -1.095
C: -0.195 -0.098 -0.039  0.745
H: 0.451 1.826 0.660  0.264
H: 0.909 1.511 -1.034  0.307
H: -0.806 1.870 -0.666  0.352
H: -2.055 0.097 0.266  0.214
H: 1.749 -0.585 0.255  0.248
H: -0.357 -2.212 0.424  0.423
N: -1.325 -0.615 0.266  -0.774
N: 0.889 -0.938 -0.159  -0.237
O: 0.640 -2.225 0.332  -0.449

## Properties
SMILES = [H]/N=C(\C)NO
ΔE to the lowest compared entry with this formula, charge and spin = 55.1 kcal per mole
LUMO = 0.86 eV
Orbital gap = 9.87 eV
Energy = -7197.3981 eV

=====

No. 2
DFT (ωB97M-V/def2-TZVPD) results for a 6-piece molecular cluster, C15H48BO20P5S overall.

Each line ends with the Mulliken charge.
CARTESIAN COORDINATES (ANGSTROEM)
B: -5.207 2.999 -4.052  0.344
S: -4.361 3.500 -5.564  -0.287
H: -5.743 3.823 -3.392  -0.024
H: -5.197 1.845 -3.775  -0.127
H: -4.821 2.547 -6.386  0.111
C: -7.469 -0.577 2.457  -0.658
O: -7.899 0.120 1.270  -0.395
P: -6.811 0.518 0.117  0.879
O: -7.541 1.541 -0.656  -0.734
O: -6.914 -0.984 -0.527  -0.172
C: -8.193 -1.503 -0.859  -0.770
O: -5.307 0.596 -0.492  -0.040
C: -4.174 0.791 0.389  -0.607
H: -8.359 -0.802 3.037  0.251
H: -6.959 -1.508 2.196  0.315
H: -6.804 0.044 3.056  0.287
H: -8.907 -0.705 -1.067  0.344
H: -8.573 -2.129 -0.049  0.256
H: -8.071 -2.122 -1.746  0.237
H: -4.072 -0.049 1.080  0.213
H: -4.275 1.724 0.947  0.385
H: -3.287 0.843 -0.235  0.196
C: -2.780 -4.951 -0.984  -0.685
O: -3.101 -3.748 -0.260  -0.053
P: -3.103 -3.737 1.339  0.710
O: -3.864 -2.572 1.791  -0.535
O: -1.512 -3.557 1.534  -0.340
C: -0.892 -2.378 1.016  -0.395
O: -3.173 -4.931 2.388  -0.289
C: -3.607 -6.246 1.993  -0.716
H: -2.768 -4.698 -2.041  0.198
H: -1.795 -5.322 -0.692  0.341
H: -3.531 -5.722 -0.811  0.287
H: -1.592 -1.546 0.941  0.098
H: -0.477 -2.597 0.030  0.225
H: -0.073 -2.102 1.678  0.233
H: -2.941 -6.664 1.237  0.336
H: -4.629 -6.222 1.613  0.331
H: -3.572 -6.874 2.878  0.246
C: -2.670 0.132 -5.032  -0.643
O: -1.975 -1.120 -4.862  -0.219
P: -2.308 -2.356 -5.809  0.912
O: -1.845 -3.588 -5.176  -0.678
O: -1.420 -1.939 -7.088  -0.365
C: -0.005 -1.871 -6.928  -0.663
O: -3.639 -2.572 -6.644  -0.281
C: -4.813 -1.774 -6.398  -0.675
H: -2.239 0.838 -4.330  0.264
H: -2.546 0.516 -6.047  0.413
H: -3.731 0.017 -4.809  0.215
H: 0.338 -2.521 -6.123  0.319
H: 0.297 -0.842 -6.721  0.245
H: 0.447 -2.186 -7.866  0.235
H: -4.613 -0.719 -6.586  0.302
H: -5.165 -1.906 -5.374  0.350
H: -5.582 -2.114 -7.084  0.274
C: 5.962 -0.204 3.357  -0.574
O: 4.606 -0.692 3.258  -0.298
P: 3.615 -0.081 2.146  0.911
O: 2.256 -0.425 2.578  -0.669
O: 4.160 -1.020 0.939  -0.325
C: 4.083 -2.433 1.093  -0.678
O: 3.540 1.194 1.190  -0.270
C: 4.348 2.354 1.492  -0.695
H: 6.462 -0.802 4.113  0.279
H: 6.482 -0.320 2.403  0.314
H: 5.983 0.843 3.659  0.236
H: 3.284 -2.716 1.778  0.326
H: 5.034 -2.824 1.460  0.241
H: 3.888 -2.858 0.111  0.246
H: 5.407 2.092 1.481  0.315
H: 4.087 2.753 2.472  0.346
H: 4.154 3.106 0.734  0.322
C: 8.052 6.907 2.854  -0.704
O: 7.415 5.708 3.332  -0.306
P: 8.302 4.452 3.885  0.824
O: 7.336 3.343 3.789  -0.482
O: 8.432 5.113 5.369  -0.330
C: 7.252 5.535 6.049  -0.579
O: 9.719 3.707 4.157  -0.269
C: 10.892 3.967 3.362  -0.703
H: 7.264 7.616 2.615  0.243
H: 8.699 7.335 3.623  0.343
H: 8.633 6.709 1.953  0.290
H: 6.378 4.977 5.713  0.258
H: 7.086 6.602 5.895  0.241
H: 7.412 5.357 7.110  0.254
H: 11.196 5.012 3.444  0.321
H: 10.717 3.714 2.315  0.333
H: 11.687 3.339 3.751  0.235

## Properties
SMILES = COP(=O)(OC)OC.COP(=O)(OC)OC.COP(=O)(OC)OC.COP(=O)(OC)OC.COP(=O)(OC)OC.BS
LUMO = -0.89 eV
Orbital gap = 8.73 eV
Energy = -115242.4224 eV

=====

No. 3
DFT (ωB97M-V/def2-TZVPD) results for a 2-piece molecular cluster, C2H2Cl4 overall.

Each line ends with the Mulliken charge.
CARTESIAN COORDINATES (ANGSTROEM)
C: -1.009 0.000 0.523  -0.111
C: 1.031 0.018 -0.479  -0.103
Cl: -2.153 0.657 -0.655  -0.151
Cl: -1.347 -1.542 1.193  -0.086
Cl: 2.138 0.738 0.679  -0.134
Cl: 1.373 -1.508 -1.149  -0.087
H: -0.973 0.899 1.111  0.341
H: 0.940 0.737 -1.224  0.331

## Properties
ΔE to the lowest compared entry with this formula, charge and spin = 52.6 kcal per mole
LUMO = -0.21 eV
Orbital gap = 9.05 eV
Energy = -52193.5837 eV

=====

No. 4
DFT (ωB97M-V/def2-TZVPD) results for a 2-piece molecular cluster, C2H8S2 overall.

Each line ends with the Mulliken charge.
CARTESIAN COORDINATES (ANGSTROEM)
C: -1.034 2.662 -0.922  -1.073
H: -0.439 2.868 -0.130  0.312
H: -1.560 3.537 -1.265  0.266
H: -1.712 1.883 -0.652  0.239
H: -0.247 2.227 -1.521  0.258
C: 1.701 -1.767 0.129  -0.702
S: 0.728 -1.815 1.693  -0.031
S: -1.147 -2.456 1.464  -0.206
H: 1.738 -0.846 -0.379  0.275
H: 1.314 -2.577 -0.594  0.266
H: 2.762 -2.184 0.409  0.252
H: -2.105 -1.531 1.768  0.145

## Properties
SMILES = CSS.C
ΔE to the lowest compared entry with this formula, charge and spin = 23.2 kcal per mole
LUMO = 0.55 eV
Orbital gap = 9.42 eV
Energy = -23873.1398 eV

=====

No. 5
DFT (ωB97M-V/def2-TZVPD) results for a 9-piece molecular cluster, H18O9 overall.

Each line ends with the Mulliken charge.
CARTESIAN COORDINATES (ANGSTROEM)
H: -0.463 0.043 0.978  0.285
H: 0.525 -0.716 0.107  0.306
H: 2.171 -0.621 -2.436  0.326
H: 2.899 -0.268 -1.150  0.240
H: 0.929 3.361 1.121  0.301
H: -0.482 3.083 0.630  0.307
H: 3.750 -1.901 1.542  0.333
H: 3.203 -0.611 0.953  0.351
H: 6.008 -0.521 -0.757  0.316
H: 4.691 -1.171 -0.369  0.340
H: -3.058 -3.165 0.686  0.296
H: -1.695 -3.652 0.220  0.297
H: -1.643 2.448 -1.710  0.298
H: -2.119 3.789 -2.245  0.318
H: -4.981 -0.684 -1.247  0.301
H: -4.441 -1.678 -2.262  0.296
H: -3.253 1.049 3.354  0.321
H: -2.030 0.556 2.599  0.298
O: -0.341 -0.293 0.082  -0.587
O: 2.446 0.132 -1.901  -0.606
O: 0.105 3.803 0.887  -0.607
O: 2.965 -1.530 1.123  -0.680
O: 5.474 -0.757 0.010  -0.624
O: -2.597 -3.506 -0.089  -0.599
O: -1.337 3.228 -2.186  -0.617
O: -4.437 -1.477 -1.320  -0.590
O: -2.290 1.058 3.380  -0.618

## Properties
SMILES = O.O.O.O.O.O.O.O.O
ΔE to the lowest compared entry with this formula, charge and spin = 75.6 kcal per mole
LUMO = -0.02 eV
Orbital gap = 11.04 eV
Energy = -18718.8563 eV

=====

No. 6
DFT (ωB97M-V/def2-TZVPD) results for a 2-piece molecular cluster, C4H11NO3 overall.

Each line ends with the Mulliken charge.
CARTESIAN COORDINATES (ANGSTROEM)
C: 0.186 1.932 -1.310  -1.208
C: 0.234 0.399 -1.021  -0.119
N: -0.784 0.046 0.005  -0.300
C: -0.282 -0.546 1.199  -0.777
C: 0.206 0.334 2.373  0.648
O: -0.579 0.002 3.479  -0.463
O: 0.913 1.290 2.473  -0.525
H: 0.432 2.084 -2.364  0.356
H: 0.827 2.514 -0.661  0.309
H: -0.817 2.393 -1.188  0.303
H: 1.228 0.328 -0.550  0.242
H: 0.005 -0.212 -1.886  0.220
H: -1.387 0.819 0.246  0.247
H: -1.089 -1.106 1.664  0.333
H: 0.498 -1.284 0.980  0.387
H: -0.092 0.100 4.306  0.337
H: 0.139 -3.445 -3.232  0.314
H: 0.431 -2.417 -2.188  0.312
O: -0.069 -3.230 -2.325  -0.614

## Properties
SMILES = CCNCC(=O)O.O
ΔE to the lowest compared entry with this formula, charge and spin = 42.7 kcal per mole
LUMO = 0.74 eV
Orbital gap = 9.79 eV
Energy = -11958.2570 eV

=====

No. 7
DFT (ωB97M-V/def2-TZVPD) results for a 2-piece molecular cluster, CHF2O4P overall.

Each line ends with the Mulliken charge.
CARTESIAN COORDINATES (ANGSTROEM)
C: -2.198 0.629 0.127  0.113
O: 2.655 -0.602 1.224  -0.882
O: 1.699 -1.330 -1.156  -0.799
O: 1.376 1.028 -0.392  -0.536
O: 0.269 -0.840 0.928  -0.713
F: -2.599 0.754 -1.105  -0.103
F: -3.179 -0.133 0.705  -0.142
P: 1.526 -0.588 0.149  0.807
H: 0.451 1.082 -0.480  0.255

## Properties
ΔE to the lowest compared entry with this formula, charge and spin = 17.5 kcal per mole
LUMO = 6.12 eV
Orbital gap = 4.92 eV
Energy = -23966.1565 eV
Total charge = -2

=====

No. 8
DFT (ωB97M-V/def2-TZVPD) results for a single C4H5NO2 molecule.

Each line ends with the Mulliken charge.
CARTESIAN COORDINATES (ANGSTROEM)
O: -1.279 0.088 -2.699  -0.458
C: -0.691 0.569 -1.762  -0.292
C: -0.181 -0.246 -0.614  0.291
C: 1.101 0.149 0.042  -0.474
N: -0.170 0.386 0.691  -0.257
C: -0.366 -0.370 1.860  0.103
O: -0.008 0.035 2.933  -0.450
H: -0.444 1.650 -1.717  0.314
H: -0.431 -1.307 -0.666  0.402
H: 1.590 1.088 -0.159  0.250
H: 1.722 -0.682 0.380  0.270
H: -0.843 -1.360 1.711  0.302

## Properties
SMILES = O=C[C@H]1CN1C=O
ΔE to the lowest compared entry with this formula, charge and spin = 49.8 kcal per mole
LUMO = 0.63 eV
Orbital gap = 10.91 eV
Energy = -9812.1543 eV

=====

No. 9
DFT (ωB97M-V/def2-TZVPD) results for an isolated ion of composition C4H6N and charge +1.

Each line ends with the Mulliken charge.
CARTESIAN COORDINATES (ANGSTROEM)
C: -0.560 -0.563 1.125  -0.218
C: -0.871 -0.245 -0.124  0.124
C: 0.722 0.173 1.127  -0.313
C: -0.390 -0.275 -1.461  -0.145
N: 0.358 0.632 -0.579  -0.245
H: -1.071 -1.111 1.889  0.403
H: 0.825 1.123 1.638  0.299
H: 1.617 -0.439 1.097  0.270
H: 0.109 -1.180 -1.799  0.231
H: -0.930 0.259 -2.237  0.276
H: 0.191 1.626 -0.675  0.318

## Properties
SMILES = C1=C2C[N@@H+]2C1
ΔE to the lowest compared entry with this formula, charge and spin = 76.3 kcal per mole
LUMO = -4.63 eV
Orbital gap = 10.69 eV
Energy = -5723.4938 eV
Total charge = +1

=====

No. 10
DFT (ωB97M-V/def2-TZVPD) results for C13H16Be2BrCl4IMgN3O10PS as an isolated structure.

Each line ends with the Mulliken charge.
CARTESIAN COORDINATES (ANGSTROEM)
O: 1.677 2.187 -0.621  -0.398
P: 1.216 1.166 -1.776  0.149
I: 2.033 2.157 -3.822  -0.008
C: -0.575 1.278 -1.661  0.461
C: -1.265 0.076 -1.522  -0.342
C: -2.614 0.018 -1.383  -1.081
C: -3.329 1.234 -1.393  0.655
N: -4.660 1.404 -1.259  -0.597
S: -4.889 2.974 -1.383  0.360
N: -3.421 3.549 -1.592  -0.618
C: -2.630 2.455 -1.563  0.571
C: -1.230 2.483 -1.684  -0.352
H: 0.906 2.346 -0.056  0.373
H: -0.700 -0.852 -1.519  -0.082
H: -3.116 -0.933 -1.284  0.454
H: -0.670 3.402 -1.804  0.568
Be: 0.982 -1.717 -2.082  0.846
C: 4.461 -3.786 -2.198  0.897
Cl: 2.956 -2.833 -1.947  0.147
Cl: 5.455 -3.750 -0.760  -0.031
Cl: 4.080 -5.418 -2.644  -0.039
H: 5.032 -3.318 -3.015  -0.752
Br: 0.843 -1.351 -4.229  -0.280
O: 6.918 -1.324 -2.253  -0.547
H: 7.887 -1.349 -2.103  0.445
H: 6.596 -2.191 -1.907  0.388
C: 3.400 0.545 1.780  0.759
O: 4.277 0.584 2.630  -0.658
O: 2.537 -0.426 1.476  -0.239
O: 3.066 1.417 0.957  -0.311
C: 7.066 -0.430 2.258  -0.478
N: 8.149 -1.368 1.889  0.878
O: 7.821 -2.367 1.277  -0.550
O: 9.275 -1.071 2.216  -0.478
H: 6.116 -0.823 1.919  0.330
H: 7.068 -0.329 3.376  0.020
H: 7.284 0.527 1.793  0.359
Be: 7.668 -0.873 4.970  0.441
Cl: 2.242 -2.598 1.060  -0.253
Mg: 6.880 -2.270 -3.966  0.975
C: -9.063 -0.272 1.122  -1.464
C: -7.852 0.469 1.629  0.557
C: -8.015 1.108 2.987  -0.522
O: -7.073 2.191 2.917  -0.313
C: -6.956 2.534 1.617  0.665
O: -6.396 3.509 1.222  -0.537
O: -7.560 1.624 0.817  -0.346
H: -9.218 -1.188 1.690  0.388
H: -9.959 0.345 1.199  0.358
H: -8.940 -0.527 0.070  0.364
H: -6.975 -0.184 1.603  0.243
H: -7.774 0.439 3.809  0.308
H: -9.011 1.528 3.144  0.316

## Properties
LUMO = -11.07 eV
Orbital gap = 1.65 eV
Energy = -193260.4782 eV
Total charge = +2

=====

No. 11
DFT (ωB97M-V/def2-TZVPD) results for a single C3H3ClF2 molecule.

Each line ends with the Mulliken charge.
CARTESIAN COORDINATES (ANGSTROEM)
C: -0.389 0.530 -0.480  0.218
C: 0.040 0.389 0.787  -0.764
C: 0.254 -0.825 -0.149  0.406
H: -1.479 0.624 -0.866  0.315
H: 0.842 0.868 1.149  0.324
H: -0.812 0.319 1.540  0.218
F: 0.490 1.347 -1.241  -0.287
F: -0.619 -1.963 0.120  -0.280
Cl: 1.673 -1.289 -0.860  -0.150

## Properties
SMILES = F[C@@H]1C[C@]1(F)Cl
ΔE to the lowest compared entry with this formula, charge and spin = 46.0 kcal per mole
LUMO = 0.89 eV
Orbital gap = 10.88 eV
Energy = -21114.5631 eV

=====

No. 12
DFT (ωB97M-V/def2-TZVPD) results for a 2-piece molecular cluster, C5H8O overall.

Each line ends with the Mulliken charge.
CARTESIAN COORDINATES (ANGSTROEM)
C: 2.171 0.269 -0.545  -0.446
C: 1.665 -0.945 -0.370  -0.532
C: -1.385 0.694 1.485  -0.714
C: -1.289 -0.216 0.520  0.141
C: -1.599 0.112 -0.881  -0.113
O: -1.603 -0.684 -1.793  -0.478
H: 1.794 0.938 -1.312  0.242
H: 2.950 0.660 0.102  0.228
H: 0.888 -1.337 -1.019  0.286
H: 2.052 -1.620 0.387  0.222
H: -1.696 1.710 1.259  0.222
H: -1.139 0.478 2.518  0.254
H: -0.987 -1.237 0.719  0.377
H: -1.823 1.180 -1.069  0.311

## Properties
SMILES = C=CC=O.C=C
ΔE to the lowest compared entry with this formula, charge and spin = 49.1 kcal per mole
LUMO = 0.23 eV
Orbital gap = 10.23 eV
Energy = -7360.1240 eV

=====

| no. | HOMO level (eV) |
| --- | --- |
| 1 | -9.01 |
| 2 | -9.62 |
| 3 | -9.26 |
| 4 | -8.87 |
| 5 | -11.06 |
| 6 | -9.05 |
| 7 | 1.20 |
| 8 | -10.28 |
| 9 | -15.32 |
| 10 | -12.72 |
| 11 | -10.00 |
| 12 | -10.00 |